1.
{"formula": "C7H13EuNOP", "method": "ωB97M-V/def2-TZVPD", "homo_ha": [-0.0204, -0.1119], "lumo_energy_ev": [2.8, 2.6], "orbital_gap_ha": [0.1239, 0.2072], "relative_energy_kj_mol": 0.0, "total_charge": -1, "energy_ha": -1455.9497, "spin_multiplicity": 8, "species": ["C", "C", "C", "C", "C", "Eu", "P", "H", "H", "H", "H", "H", "H", "H", "H", "C", "C", "N", "O", "H", "H", "H", "H", "H"], "coordinates": [[2.05, 1.18, -0.38], [3.08, 0.97, 0.59], [2.78, 1.78, 1.72], [1.69, 2.64, 1.39], [1.19, 2.23, 0.12], [-1.02, -0.88, -0.15], [-0.22, -2.28, -2.64], [1.97, 0.67, -1.35], [3.90, 0.26, 0.50], [3.35, 1.80, 2.65], [0.33, 2.65, -0.40], [1.27, 3.42, 2.01], [-0.55, -3.68, -2.47], [1.02, -2.49, -3.31], [-0.99, -2.04, -3.83], [-3.96, -1.39, 0.25], [-3.70, -0.16, 1.07], [-4.76, 0.40, 1.68], [-2.54, 0.34, 1.22], [-5.04, -1.61, 0.27], [-3.45, -2.28, 0.67], [-3.69, -1.27, -0.83], [-4.61, 1.22, 2.26], [-5.68, -0.01, 1.62]], "mulliken_charge": [-0.66, -0.66, -0.39, -0.58, -0.61, 0.07, -0.26, 0.56, 0.36, 0.38, 0.39, 0.34, 0.08, 0.06, 0.08, -0.79, 0.96, -0.43, -0.81, 0.39, 0.01, 0.02, 0.26, 0.22]}

2.
{"formula": "C31H22IrN2O4S", "method": "ωB97M-V/def2-TZVPD", "homo_ha": [-0.2576, -0.3001], "lumo_energy_ev": [-1.4, -2.8], "orbital_gap_ha": [0.2072, 0.1969], "relative_energy_kj_mol": 185.5, "total_charge": 0, "energy_ha": -2107.3082, "spin_multiplicity": 6, "species": ["Ir", "O", "C", "O", "C", "C", "C", "N", "C", "C", "C", "O", "O", "H", "H", "H", "C", "C", "C", "C", "C", "C", "C", "C", "C", "S", "C", "N", "H", "H", "H", "H", "H", "H", "H", "H", "C", "C", "C", "C", "C", "C", "C", "C", "C", "C", "C", "C", "C", "C", "H", "H", "H", "H", "H", "H", "H", "H", "H", "H", "H"], "coordinates": [[-0.45, 1.55, -0.28], [5.90, 3.73, -0.90], [5.80, 2.52, -0.98], [6.54, 1.55, -0.95], [4.29, 2.05, -1.15], [3.91, 0.74, -0.82], [2.64, 0.33, -1.04], [1.64, 1.18, -1.54], [2.05, 2.50, -1.82], [3.33, 2.94, -1.64], [0.93, 3.52, -2.09], [1.04, 4.31, -3.00], [-0.01, 3.42, -1.24], [4.64, 0.05, -0.43], [2.32, -0.69, -0.86], [3.58, 3.96, -1.89], [1.56, 1.41, 2.42], [0.14, 1.29, 2.88], [-0.14, 1.04, 4.23], [-1.44, 0.95, 4.65], [-2.48, 1.10, 3.71], [-3.84, 1.05, 4.08], [-4.82, 1.23, 3.14], [-4.48, 1.43, 1.80], [-3.16, 1.47, 1.39], [-2.81, 1.68, -0.30], [-2.12, 1.33, 2.36], [-0.82, 1.42, 1.98], [2.25, 1.33, 3.26], [1.71, 2.38, 1.94], [1.77, 0.63, 1.70], [0.67, 0.93, 4.93], [-1.69, 0.77, 5.68], [-4.08, 0.86, 5.12], [-5.86, 1.23, 3.43], [-5.25, 1.55, 1.06], [-1.91, -5.48, 0.09], [-2.65, -4.58, 0.85], [-2.32, -3.24, 0.85], [-1.27, -2.76, 0.07], [-0.50, -3.67, -0.66], [-0.82, -5.01, -0.64], [-1.09, -1.32, 0.08], [-0.51, -0.44, -0.78], [0.00, -0.59, -2.09], [0.85, 0.53, -2.64], [1.75, 0.12, -3.76], [1.43, -0.94, -4.53], [0.33, -1.78, -4.19], [-0.32, -1.62, -2.99], [-2.17, -6.53, 0.07], [-3.49, -4.93, 1.44], [-2.89, -2.55, 1.45], [0.36, -3.34, -1.22], [-0.22, -5.71, -1.20], [-1.59, -0.88, 0.94], [0.18, 1.32, -3.04], [2.59, 0.76, -3.97], [2.02, -1.18, -5.40], [0.07, -2.60, -4.84], [-1.08, -2.33, -2.70]], "mulliken_charge": [1.95, -0.67, 0.38, -0.68, 0.14, -0.98, -0.51, 0.79, 0.72, -0.73, 0.06, -0.62, -0.71, 0.55, 0.60, 0.63, -1.32, 0.86, -0.87, -0.82, 1.08, -0.90, -0.66, -0.52, 0.88, -0.47, -0.48, -0.20, 0.43, 0.30, 0.11, 0.42, 0.44, 0.40, 0.42, 0.46, -0.52, -0.61, -0.70, 0.47, -0.06, -0.77, -0.63, 0.03, 0.17, 0.26, -0.80, -0.66, -0.72, -0.75, 0.39, 0.39, 0.43, 0.54, 0.41, 0.11, 0.42, 0.48, 0.44, 0.44, 0.78]}

3.
{"formula": "C26H44InN7O2P", "method": "ωB97M-V/def2-TZVPD", "homo_ha": -0.6645, "lumo_energy_ev": -9.3, "orbital_gap_ha": 0.3220, "relative_energy_kj_mol": 0.0, "total_charge": 3, "energy_ha": -2081.5194, "species": ["In", "N", "C", "N", "C", "N", "C", "C", "N", "C", "C", "N", "H", "H", "H", "H", "H", "C", "O", "C", "O", "N", "N", "H", "H", "H", "H", "H", "H", "C", "C", "C", "C", "C", "C", "P", "C", "C", "C", "C", "C", "C", "C", "C", "C", "C", "C", "C", "H", "H", "H", "H", "H", "H", "H", "H", "H", "H", "H", "H", "H", "H", "H", "H", "H", "H", "H", "H", "H", "H", "H", "H", "H", "H", "H", "H", "H", "H", "H", "H", "H"], "coordinates": [[0.86, -1.38, -0.39], [0.57, -4.59, 2.66], [0.60, -3.28, 2.49], [0.79, -3.04, 1.19], [0.85, -4.28, 0.63], [0.73, -5.25, 1.50], [1.01, -4.44, -0.81], [1.20, -5.67, -1.43], [1.27, -5.77, -2.76], [1.17, -4.66, -3.47], [1.03, -3.41, -2.87], [0.95, -3.31, -1.54], [0.44, -5.11, 3.52], [0.49, -2.55, 3.27], [1.29, -6.58, -0.85], [1.20, -4.75, -4.55], [0.97, -2.50, -3.45], [2.99, 0.75, -4.35], [3.71, 0.23, -3.18], [3.04, -0.32, -2.23], [1.80, -0.45, -2.19], [3.83, -0.72, -1.20], [3.25, -1.52, -0.20], [3.75, 1.25, -4.93], [2.22, 1.45, -4.02], [2.56, -0.08, -4.90], [4.83, -0.68, -1.29], [3.62, -1.23, 0.70], [3.52, -2.49, -0.34], [-4.30, 0.55, 2.64], [-3.06, 0.16, 3.46], [-1.87, -0.22, 2.55], [-1.93, 0.62, 1.28], [-3.14, 0.18, 0.42], [-4.33, -0.22, 1.32], [-0.39, 0.70, 0.30], [-0.60, 1.45, -1.35], [-1.30, 2.84, -1.28], [-1.98, 3.19, -2.61], [-1.15, 2.66, -3.78], [-1.14, 1.12, -3.78], [-1.30, 0.54, -2.37], [0.97, 1.59, 1.16], [0.51, 2.97, 1.71], [0.29, 2.92, 3.23], [1.59, 2.58, 3.97], [2.51, 1.67, 3.14], [1.67, 0.75, 2.25], [-4.30, 1.63, 2.43], [-5.20, 0.35, 3.21], [-3.29, -0.69, 4.10], [-2.77, 0.98, 4.11], [-1.93, -1.28, 2.27], [-0.94, -0.08, 3.11], [-2.03, 1.68, 1.57], [-2.86, -0.67, -0.21], [-3.44, 1.00, -0.24], [-4.30, -1.29, 1.53], [-5.25, -0.03, 0.78], [0.44, 1.59, -1.69], [-0.55, 3.60, -1.04], [-2.05, 2.86, -0.48], [-2.10, 4.27, -2.67], [-2.98, 2.75, -2.65], [-0.13, 3.06, -3.71], [-1.56, 3.02, -4.73], [-0.21, 0.76, -4.22], [-1.95, 0.75, -4.41], [-0.88, -0.47, -2.35], [-2.36, 0.46, -2.12], [1.69, 1.77, 0.34], [-0.40, 3.32, 1.21], [1.28, 3.70, 1.49], [-0.50, 2.21, 3.47], [-0.08, 3.90, 3.55], [1.35, 2.10, 4.92], [2.13, 3.50, 4.21], [3.14, 1.07, 3.80], [3.18, 2.26, 2.51], [0.94, 0.23, 2.87], [2.29, -0.02, 1.78]], "mulliken_charge": [1.99, 0.14, -0.41, -0.19, 0.39, -0.62, 0.33, -0.35, -0.44, -0.49, -0.25, -0.09, 0.24, 0.57, 0.50, 0.41, 0.56, -0.50, -0.46, 0.61, -0.31, -0.33, -0.53, 0.31, 0.14, 0.31, 0.30, 0.37, 0.37, -0.70, -1.02, -0.26, 0.96, -0.88, -0.92, -2.17, 0.80, -0.85, -0.94, -0.70, -0.75, -0.73, 0.59, -0.97, -0.20, -0.94, -1.05, 0.45, 0.30, 0.50, 0.48, 0.25, 0.46, -0.15, 0.95, 0.21, 0.27, 0.36, 0.47, 0.32, 0.40, 0.25, 0.54, 0.33, 0.24, 0.51, 0.04, 0.50, 0.00, 0.56, 0.60, 0.31, 0.60, -0.29, 0.62, 0.35, 0.37, 0.45, 0.38, -0.03, -0.47]}

4.
{"formula": "C3H8N2OS", "method": "ωB97M-V/def2-TZVPD", "homo_ha": -0.3132, "lumo_energy_ev": 0.8, "orbital_gap_ha": 0.3416, "smiles": "CO/N=C\\NSC", "relative_energy_kj_mol": 344.7, "total_charge": 0, "energy_ha": -701.9462, "species": ["C", "C", "C", "H", "H", "H", "H", "H", "H", "H", "H", "N", "N", "O", "S"], "coordinates": [[-0.56, 1.99, 0.23], [1.00, -1.11, 0.76], [0.17, -0.68, -2.49], [-1.44, 2.53, -0.11], [0.05, 2.68, 0.89], [0.08, 1.74, -0.61], [0.43, -0.26, 2.55], [1.58, -1.87, 1.33], [-0.23, 0.05, -3.24], [-0.54, -1.46, -2.29], [1.04, -1.12, -2.97], [0.29, -0.20, 1.55], [1.13, -1.21, -0.51], [0.51, -0.16, -1.23], [-1.17, 0.47, 1.00]], "mulliken_charge": [-0.69, 0.09, -0.61, 0.32, 0.27, 0.23, 0.24, 0.32, 0.26, 0.27, 0.27, -0.29, -0.60, -0.06, -0.05]}

5.
{"formula": "C9H14ClP", "method": "ωB97M-V/def2-TZVPD", "homo_ha": [-0.2378, -0.3323], "lumo_energy_ev": [0.8, -1.1], "orbital_gap_ha": [0.2672, 0.2924], "total_charge": 0, "energy_ha": -1152.7129, "spin_multiplicity": 3, "species": ["C", "C", "C", "C", "C", "C", "C", "C", "C", "P", "Cl", "H", "H", "H", "H", "H", "H", "H", "H", "H", "H", "H", "H", "H", "H"], "coordinates": [[0.02, 1.74, -0.33], [-1.69, -0.04, -0.53], [-0.56, 0.12, 1.57], [0.51, -0.27, -1.85], [1.88, 0.28, 0.84], [0.73, -2.27, -0.04], [-0.53, 0.76, -1.32], [0.53, 1.03, 0.91], [-1.25, -0.83, 0.59], [1.78, -0.96, -0.60], [-2.58, -1.72, 1.32], [0.88, 2.31, -0.86], [-0.70, 2.47, 0.07], [-2.26, 0.77, -0.09], [-2.31, -0.55, -1.29], [0.01, -0.36, 2.42], [-1.33, 0.77, 2.02], [-0.03, -1.24, -2.12], [1.06, 0.05, -2.75], [2.83, 0.92, 0.68], [2.01, -0.28, 1.79], [0.83, -2.62, 0.96], [0.69, -2.99, -0.91], [-1.15, 1.09, -2.13], [0.61, 1.82, 1.65]], "mulliken_charge": [-1.02, -1.31, -1.01, -0.97, -0.95, -0.84, 0.26, 0.29, 0.39, 0.05, -0.21, 0.27, 0.45, 0.42, 0.46, 0.32, 0.39, 0.37, 0.45, 0.34, 0.45, 0.41, 0.31, 0.36, 0.32]}

6.
{"formula": "C17H29ClNO6P2Pr", "method": "ωB97M-V/def2-TZVPD", "homo_ha": [-0.2489, -0.2491], "lumo_energy_ev": [-0.5, -0.5], "orbital_gap_ha": [0.2293, 0.2315], "total_charge": 0, "energy_ha": -2830.9202, "spin_multiplicity": 3, "species": ["C", "C", "N", "C", "C", "C", "C", "P", "Pr", "P", "C", "C", "C", "C", "C", "C", "C", "O", "O", "H", "H", "H", "C", "C", "H", "H", "H", "H", "C", "C", "H", "H", "H", "H", "H", "H", "H", "H", "H", "H", "H", "H", "H", "H", "H", "H", "H", "H", "H", "H", "H", "H", "O", "Cl", "O", "O", "O"], "coordinates": [[-3.72, -1.42, -1.36], [-2.31, -1.31, -1.12], [-1.91, -0.88, 0.15], [-2.83, -0.54, 1.08], [-4.19, -0.71, 0.87], [-4.66, -1.13, -0.38], [-1.36, -1.64, -2.13], [0.38, -2.00, -1.93], [0.51, -0.40, 0.58], [-1.11, 1.33, 2.43], [-2.31, -0.06, 2.47], [2.90, 0.72, 0.16], [3.99, -0.13, 0.15], [5.30, 0.41, 0.13], [5.48, 1.81, 0.16], [4.36, 2.64, 0.16], [3.05, 2.09, 0.15], [-3.38, 1.23, -4.62], [1.71, 2.49, -4.02], [-4.04, -1.67, -2.38], [-4.84, -0.52, 1.74], [-5.75, -1.22, -0.55], [0.58, -3.84, -1.88], [1.06, -1.52, -3.58], [-3.21, 0.33, 2.98], [-1.87, -0.95, 2.96], [-2.40, 1.18, -4.72], [-1.85, -1.99, -3.07], [-0.49, 1.29, 4.13], [-2.15, 2.84, 2.28], [3.88, -1.22, 0.15], [6.17, -0.24, 0.11], [6.49, 2.22, 0.17], [4.50, 3.73, 0.17], [2.19, 2.76, 0.14], [0.16, 1.94, 0.70], [1.79, 3.35, -3.57], [1.38, 1.86, -3.34], [-3.46, 1.78, -3.81], [0.02, 2.55, 1.19], [0.48, -4.32, -2.87], [1.60, -4.04, -1.51], [-0.12, -4.30, -1.16], [0.56, -1.98, -4.44], [1.00, -0.41, -3.67], [2.12, -1.82, -3.56], [-2.68, 3.07, 3.23], [-1.45, 3.66, 2.03], [-2.85, 2.72, 1.42], [-1.19, 1.80, 4.80], [-0.30, 0.25, 4.46], [0.48, 1.82, 4.12], [1.61, -1.06, 2.62], [0.86, -2.36, 2.92], [1.77, -3.39, 3.27], [-0.11, -2.12, 3.97], [0.18, -2.67, 1.62]], "mulliken_charge": [-1.09, 1.07, 0.22, 0.88, -0.88, -0.50, -1.20, 1.01, 0.15, 0.98, -1.18, 0.49, -0.37, -0.55, -0.48, -0.55, -0.35, -0.63, -0.61, 0.35, 0.38, 0.38, -1.28, -1.11, 0.42, 0.40, 0.32, 0.17, -1.21, -1.33, 0.27, 0.34, 0.37, 0.35, 0.14, -0.35, 0.32, 0.30, 0.30, 0.29, 0.40, 0.34, 0.33, 0.40, 0.12, 0.40, 0.38, 0.54, 0.34, 0.44, 0.31, 0.32, -0.53, 1.75, -0.60, -0.61, -0.57]}